(1)
2 unconnected molecules or ions with the total composition C2H4NP at a distorted geometry, computed with wB97M-V/def2-TZVPD.

Summary:
Highest occupied orbital energy (spin up / spin down) ... -0.3016 / -0.3982 Eh
M ... 73.0 g mol⁻¹
DFT total energy ... -474.50506 Eh
Relative energy (zero: lowest compared OMol25 entry of this formula, charge and spin) ... 271.73 kJ/mol

```
! RIJCOSX wB97M-V def2-TZVPD def2/J DEFGRID3
* xyz 0 3
C 0.86532 -0.04383 -0.23394
C -1.97461 0.03401 -0.23904
N 1.70894 -0.84880 -0.54531
P 2.55154 0.71479 0.17499
H -1.52567 0.94988 0.17889
H -2.13741 -0.79513 0.48703
H -1.90693 -0.23018 -1.31525
H 2.41883 0.21926 1.49262
*
```


(2)
2 unconnected molecules or ions with the total composition C11H15O3 at a distorted geometry, computed with wB97M-V/def2-TZVPD.

Summary:
Highest occupied orbital energy (spin up / spin down) ... -0.2392 / -0.3367 Eh
M ... 195.2 g mol⁻¹
DFT total energy ... -653.69071 Eh

```
! RIJCOSX wB97M-V def2-TZVPD def2/J DEFGRID3
* xyz 0 4
O -0.39730 0.97117 0.37602
O 0.83374 1.09069 0.31295
C -2.85679 -0.74714 1.94531
C -3.29444 -1.45614 3.21831
C -2.76586 -0.76574 4.46190
C -4.80186 -1.56728 3.27727
O -2.84488 -2.84830 3.18934
C -1.54866 -3.05673 3.12775
C -1.00911 -3.76632 2.05070
C 0.40656 -3.86730 1.98545
C 0.99840 -4.48695 0.89858
C 0.20110 -5.00483 -0.13646
C -1.20140 -4.90279 -0.08244
C -1.82207 -4.30060 1.00139
H -3.21074 -1.29289 1.05775
H -3.29528 0.26076 1.92357
H -1.76685 -0.64138 1.88624
H -3.06481 -1.32692 5.35787
H -1.67473 -0.66563 4.44064
H -3.20160 0.23979 4.52775
H -5.10465 -2.09562 4.19066
H -5.25766 -0.57071 3.28623
H -5.18389 -2.11507 2.40659
H -0.89751 -2.58607 3.87344
H 0.97888 -3.43416 2.80962
H 2.08845 -4.56749 0.84844
H 0.67503 -5.48708 -0.99334
H -1.81192 -5.29934 -0.89769
H -2.90840 -4.21380 1.07600
*
```


(3)
C2H4P4 in the gas phase at a distorted geometry, computed with wB97M-V/def2-TZVPD.

Summary:
Highest occupied orbital energy ... -0.3155 Eh
M ... 152.0 g mol⁻¹
DFT total energy ... -1443.92941 Eh
Relative energy (zero: lowest compared OMol25 entry of this formula, charge and spin) ... 95.45 kJ/mol

```
! RIJCOSX wB97M-V def2-TZVPD def2/J DEFGRID3
* xyz 0 1
C 0.39056 -0.11634 -0.29009
C -0.23022 0.60186 0.86574
P -0.16669 -0.15422 -1.86120
P 2.22583 -1.30578 0.27042
P 2.51827 -2.45406 -1.30688
P 1.19969 -1.58180 -2.80200
H -0.39853 1.60929 0.64101
H 0.21074 0.53720 1.80936
H -1.19269 0.03443 0.91922
H 0.23682 -2.48989 -2.73863
*
```


(4)
A molecular structure, C22H45N2O6P2PtSi at a distorted geometry, computed with wB97M-V/def2-TZVPD.

Summary:
Highest occupied orbital energy ... -0.3718 Eh
M ... 718.7 g mol⁻¹
DFT total energy ... -2517.84486 Eh
Relative energy (zero: lowest compared OMol25 entry of this formula, charge and spin) ... 56.17 kJ/mol

```
! RIJCOSX wB97M-V def2-TZVPD def2/J DEFGRID3
* xyz 1 1
Pt 0.41338 -1.43148 0.66868
C 2.39344 3.58151 -1.39321
C 0.96142 3.25367 -1.04132
C 0.46196 3.96252 0.19515
O 0.90019 1.80478 -0.77963
P 0.12103 0.79484 -1.67693
O 0.46095 -0.63029 -1.39501
C -1.64597 1.06452 -1.41153
P -2.21489 0.33459 0.12790
O -1.65112 -1.03485 0.33935
O -1.77762 1.43561 1.14841
C -1.76864 1.39971 2.62508
C -2.64357 0.29781 3.18365
C -0.33043 1.30558 3.07803
O -3.76465 0.17489 0.09456
C -4.84301 1.14565 -0.12447
C -5.19592 1.15601 -1.59611
C -4.52211 2.51993 0.42433
O 0.40768 1.25600 -3.14553
C 0.15234 0.35695 -4.28994
C -0.38118 1.22314 -5.40464
C 1.44222 -0.35445 -4.62620
H 2.49282 4.65245 -1.57285
H 2.70386 3.04804 -2.29099
H 3.05283 3.30322 -0.56959
H 0.31387 3.46614 -1.89543
H 1.14811 3.79616 1.02710
H -0.52840 3.60714 0.48060
H 0.40916 5.03452 0.00371
H -2.18005 0.57545 -2.23018
H -1.87689 2.13146 -1.43394
H -2.17867 2.37416 2.89087
H -2.26495 -0.68155 2.89120
H -3.67973 0.39065 2.85734
H -2.62487 0.35809 4.27181
H 0.09574 0.33479 2.81498
H -0.28510 1.42239 4.16140
H 0.27200 2.08871 2.62022
H -5.66315 0.71337 0.44582
H -4.41409 1.63843 -2.18619
H -6.11853 1.71702 -1.74608
H -5.34698 0.14152 -1.96308
H -3.71761 3.00464 -0.13201
H -4.24866 2.48241 1.47784
H -5.41218 3.14216 0.32928
H -0.60212 -0.37057 -3.97641
H 0.36364 1.96507 -5.69465
H -1.29168 1.74078 -5.10218
H -0.60830 0.60484 -6.27302
H 2.21062 0.37068 -4.89741
H 1.28217 -1.02209 -5.47332
H 1.78994 -0.94602 -3.78022
C -1.91052 -3.73279 2.11762
C -0.44805 -3.92522 2.35183
C 0.09743 -5.01432 2.99837
C 1.48663 -5.10541 3.14583
C 2.33811 -4.14509 2.64723
C 1.74690 -3.05398 2.00129
N 0.39125 -2.97176 1.92174
N 2.22118 -1.95462 1.36922
Si 3.77561 -1.54789 0.66825
C 5.13791 -2.16942 1.78094
C 3.79951 0.31458 0.56784
C 3.89872 -2.29264 -1.03591
H -2.47593 -4.57467 2.50950
H -2.11222 -3.62887 1.05101
H -2.25588 -2.81729 2.59825
H -0.55306 -5.78367 3.38748
H 1.90401 -5.96505 3.65490
H 3.41044 -4.22932 2.73222
H 4.95620 -1.89844 2.82330
H 6.08802 -1.71920 1.48244
H 5.26396 -3.25236 1.71941
H 4.01028 0.75694 1.54409
H 2.83406 0.69274 0.22231
H 4.56423 0.65895 -0.13366
H 3.87215 -3.38414 -0.99424
H 4.82825 -1.99776 -1.52958
H 3.06253 -1.96001 -1.65694
*
```